C21H28F6N11O4PS4Y | ωB97M-V with the def2-TZVPD basis set

Last column: Mulliken spin population.
Geometry (Å):
Y -0.56623 -1.41451 -0.06569  -0.004
N 0.23013 1.35918 -0.16040  0.000
C -0.90082 2.07000 0.43628  0.000
C -1.11250 3.47445 -0.15660  0.000
C -2.24005 4.34984 0.40010  0.000
C -2.15244 4.67283 1.88969  0.000
N -2.58157 3.52521 2.68619  0.000
C -2.62157 3.50189 4.00348  0.000
N -2.27408 4.57916 4.71659  0.000
N -3.00769 2.38897 4.63532  0.000
C -2.13882 1.18249 0.29499  0.000
O -3.18396 1.44160 0.88603  0.000
O -2.00050 0.14021 -0.45736  0.000
H 1.10842 1.63783 0.26250  0.000
H 0.29049 1.57688 -1.14970  0.000
H -0.70437 2.14890 1.50779  0.000
H -1.26927 3.36138 -1.23419  0.000
H -0.16640 4.01121 -0.03853  0.000
H -3.21462 3.90856 0.18660  0.000
H -2.20970 5.30123 -0.13205  0.000
H -2.79489 5.53053 2.10656  0.000
H -1.12447 4.94049 2.15793  0.000
H -2.89447 2.69563 2.15739  0.000
H -2.10447 5.45865 4.26254  0.000
H -2.37814 4.59026 5.71626  0.000
H -3.08675 1.52714 4.11819  0.000
H -2.93913 2.31584 5.63524  0.000
N -4.29217 -1.45259 -0.65373  0.050
C -3.70603 -2.61556 -0.84749  0.034
N -2.40033 -2.82613 -0.77255  -0.025
C -2.11797 -4.14920 -1.02139  0.020
C -3.20004 -4.95604 -1.29827  0.220
S -4.63558 -4.05862 -1.23827  0.069
C -0.77981 -4.60764 -0.85755  0.090
C -0.27194 -5.84698 -1.27723  0.292
S 1.33832 -6.01458 -0.81762  0.112
C 1.26508 -4.42974 -0.04028  0.055
N 0.10341 -3.81049 -0.21644  -0.007
N 2.24619 -3.97040 0.69518  0.118
H -3.69931 -0.64075 -0.45751  -0.009
H -5.29046 -1.34929 -0.71710  -0.003
H -3.20438 -6.01711 -1.48695  0.003
H -0.78253 -6.61645 -1.83359  0.002
H 3.12463 -4.46013 0.76127  -0.006
H 2.16638 -3.06428 1.16854  -0.013
N 4.41242 2.31924 -5.49114  0.000
C 3.75714 1.43019 -4.70878  0.000
C 4.33648 0.18799 -4.39736  0.000
C 3.66979 -0.71744 -3.60763  0.000
C 2.41160 -0.39672 -3.09362  0.000
C 1.80934 0.82075 -3.42017  0.000
C 2.47175 1.72450 -4.21339  0.000
S 1.58592 -1.54059 -2.10367  0.001
O 0.12390 -1.40462 -2.32952  0.000
O 2.14825 -2.84182 -2.36697  0.002
N 1.61963 -1.16591 -0.54555  0.000
C 2.74949 -0.94821 0.21930  -0.001
S 4.32394 -0.51319 -0.37618  0.000
C 4.91532 -0.53629 1.24244  0.000
C 3.92147 -0.86425 2.09130  0.001
N 2.69342 -1.11848 1.50869  0.001
H 5.30929 2.09943 -5.88398  0.000
H 3.98903 3.18911 -5.75646  0.000
H 5.30829 -0.06221 -4.80305  0.000
H 4.10739 -1.68173 -3.39098  0.000
H 0.79510 1.02112 -3.10075  0.000
H 1.99560 2.65584 -4.49234  0.000
H 5.94295 -0.30447 1.46593  0.000
H 4.01896 -0.94616 3.16316  0.000
F -0.23530 -0.28198 1.97940  0.000
P -0.88722 -1.40839 3.04634  0.000
F -1.83461 -0.26850 3.62656  0.000
F -2.01142 -1.66652 1.80445  -0.001
F 0.25806 -1.12787 4.07263  0.000
F -1.55978 -2.54358 3.89051  0.000
F 0.02814 -2.49909 2.21660  0.001

Forces on atoms 1 to 3 (eV/Å):
Y 0.182 0.768 0.254
N -0.151 0.018 0.041
C 0.025 0.018 0.016

## Properties
HOMO level (alpha / beta)   -0.45356 / -0.45353 Eh
LUMO (alpha / beta)   -5.48 / -8.21 eV
Energy   -116791.832 eV
Spin multiplicity   2
Max |F|   1.251 eV Å⁻¹
Net charge   +2
Energy relative to the best compared isomer or geometry (same formula, charge and spin)   0.0 kJ/mol



C21H28N2O | ωB97M-V with the def2-TZVPD basis set

Last column: natural (NBO) charge in e.
Geometry (Å):
C -0.69510 -3.25132 -1.41118  -0.651
C 0.64011 -3.26397 -0.97901  -0.087
C 1.61688 -3.16261 -1.80856  -0.161
C 3.02303 -3.37985 -1.47635  -0.247
C 3.29435 -3.65549 -0.33331  -0.159
C 2.35483 -3.81921 0.76749  -0.286
C 1.15420 -3.70660 0.39660  0.082
C -0.28786 -3.74964 1.32698  -0.194
N -0.89476 -2.46611 1.45792  -0.493
C -2.09775 -2.40815 2.09367  -0.374
H -2.63397 -1.51512 2.32444  0.219
H -2.90154 -3.21394 1.56449  0.158
H -2.04092 -2.80775 2.95445  0.157
C 0.00996 -1.39743 2.23206  -0.278
C -0.38612 -0.03784 1.54355  0.645
O -0.32089 0.89522 2.42426  -0.650
N -0.26429 0.08083 0.20743  -0.624
H -0.17021 -0.86189 -0.19168  0.433
C -0.85857 1.29554 -0.43021  -0.105
C -1.87774 0.90645 -1.23498  -0.635
H -2.32686 1.77029 -1.91389  0.219
H -2.68782 0.45184 -0.56171  0.233
H -1.72815 0.16427 -1.97280  0.223
C 0.61186 1.59158 -1.12923  -0.317
H 0.41018 0.84216 -2.08137  0.198
C 0.32274 3.09683 -1.92122  -0.454
C 0.21330 4.11220 -1.04822  -0.029
C -1.27938 4.71247 -0.69895  -0.232
C -1.26498 5.59656 0.20858  -0.159
C -0.30477 6.07328 1.05349  -0.288
C 0.75698 5.42607 0.99158  -0.126
C 1.02843 4.42488 -0.12610  -0.235
H 2.06331 4.04086 -0.05610  0.196
H 1.72641 5.70183 1.50773  0.204
H -0.51317 6.75021 1.74536  0.217
H -2.46657 6.14874 0.40922  0.173
H -2.07559 4.41648 -1.58794  0.223
H 1.47192 3.27430 -2.27681  0.228
H -0.46496 2.97993 -2.61730  0.218
H 1.36642 1.53968 -0.44186  0.216
H -0.80527 2.09528 0.30702  0.276
H 1.23542 -1.72615 2.07902  0.215
H 0.02628 -1.52090 3.22738  0.202
H -0.82968 -4.45133 0.96101  0.185
H 0.11863 -4.18509 2.36344  0.139
H 2.46931 -3.80755 1.78448  0.225
H 4.40740 -3.68433 0.18637  0.198
H 3.94197 -3.19780 -2.23366  0.228
H 1.37192 -3.12065 -2.90034  0.194
H -0.75916 -3.02722 -2.38602  0.220
H -1.27459 -4.28867 -1.49357  0.218
H -1.42517 -2.68112 -0.80566  0.244

Forces on atoms 1 to 3 (eV/Å):
C -5.194 -2.728 2.170
C 2.490 -2.427 5.096
C 3.557 -0.101 -5.316

## Properties
HOMO level   -0.31002 Eh
LUMO   0.64 eV
Energy   -27244.904 eV
Max |F|   15.833 eV Å⁻¹
Energy relative to the best compared isomer or geometry (same formula, charge and spin)   1499.4 kJ/mol



C21H28N2O2 | ωB97M-V with the def2-TZVPD basis set

Last column: natural (NBO) charge in e.
Geometry (Å):
C -6.12697 -3.70577 0.41858  -0.622
C -5.35551 -2.45494 0.12261  -0.051
C -4.60828 -2.35002 -1.04748  -0.196
C -3.89277 -1.20838 -1.33330  -0.263
C -3.90481 -0.12693 -0.45101  0.373
O -3.15759 0.95303 -0.82595  -0.531
C -3.06915 2.05086 0.05311  -0.095
C -2.08098 3.06997 -0.53894  0.083
O -1.94275 4.16126 0.33286  -0.713
C -0.71216 2.41615 -0.81058  -0.254
N -0.10914 2.03120 0.46008  -0.482
C 1.17829 2.63854 0.74186  -0.216
C 2.34175 2.00539 -0.03699  -0.238
N 2.37927 0.58989 0.25729  -0.448
C 3.56657 -0.11948 0.08166  0.155
C 4.68290 0.41780 -0.55924  -0.225
C 5.86271 -0.29851 -0.65026  -0.199
C 5.97746 -1.57351 -0.11960  -0.054
C 7.25585 -2.35118 -0.21059  -0.621
C 4.86515 -2.11108 0.51935  -0.195
C 3.68791 -1.40283 0.62464  -0.230
C 1.12728 -0.04819 -0.10077  -0.230
C -0.02201 0.59762 0.67997  -0.222
C -4.64790 -0.21980 0.71780  -0.325
C -5.36176 -1.37631 0.99117  -0.182
H -6.64986 -3.62496 1.36803  0.213
H -5.45747 -4.56413 0.46238  0.216
H -6.85875 -3.89534 -0.36584  0.217
H -4.58854 -3.17811 -1.74127  0.209
H -3.31352 -1.12489 -2.23966  0.218
H -4.04788 2.53191 0.18071  0.187
H -2.69803 1.73487 1.03796  0.177
H -2.49040 3.46521 -1.47357  0.180
H -1.40394 3.85056 1.07422  0.474
H -0.86385 1.56149 -1.47395  0.209
H -0.08739 3.14881 -1.32787  0.202
H 1.12727 3.70774 0.52640  0.205
H 1.37065 2.50796 1.81182  0.200
H 3.27254 2.46697 0.29531  0.216
H 2.21374 2.19623 -1.11689  0.169
H 4.63814 1.39785 -1.00870  0.204
H 6.70780 0.14666 -1.15716  0.204
H 7.95921 -1.86485 -0.88208  0.212
H 7.72015 -2.43240 0.77269  0.216
H 7.06654 -3.36050 -0.57292  0.215
H 4.92813 -3.10049 0.95065  0.207
H 2.85446 -1.84283 1.15164  0.208
H 1.17084 -1.11248 0.12337  0.215
H 0.93926 0.06303 -1.18356  0.170
H -0.96481 0.12901 0.39655  0.211
H 0.14313 0.43937 1.75046  0.200
H -4.68505 0.59835 1.41966  0.221
H -5.93577 -1.42983 1.90536  0.207

Forces on atoms 1 to 3 (eV/Å):
C 0.028 0.002 -0.050
C -0.064 0.028 0.127
C 0.026 0.126 0.076

## Properties
HOMO level   -0.28052 Eh
LUMO   0.78 eV
Energy   -29306.354 eV
Max |F|   0.696 eV Å⁻¹
SMILES   Cc1ccc(OC[C@@H](O)CN2CCN(c3ccc(C)cc3)CC2)cc1
Energy relative to the best compared isomer or geometry (same formula, charge and spin)   246.8 kJ/mol



C21H28N4O3S | ωB97M-V with the def2-TZVPD basis set

Last column: natural (NBO) charge in e.
Geometry (Å):
C 6.46988 2.56158 0.55259  -0.610
C 5.01711 2.23127 0.23120  -0.397
C 4.86924 1.16210 -0.85361  -0.399
C 5.47588 -0.20004 -0.50728  -0.407
C 4.89709 -0.84644 0.75431  -0.231
N 3.47396 -1.07843 0.66000  -0.615
C 2.95977 -2.29431 0.36230  0.661
O 3.63426 -3.29731 0.24992  -0.610
C 1.47013 -2.30808 0.20024  -0.079
C 0.92393 -3.12273 -0.79315  -0.208
C -0.43913 -3.16486 -0.98498  -0.114
C -1.28295 -2.41615 -0.16796  -0.194
C -2.72981 -2.44074 -0.38058  0.707
O -3.27750 -3.09163 -1.24182  -0.588
N -3.48653 -1.67232 0.51519  -0.467
C -4.93236 -1.73160 0.37370  -0.229
C -5.56902 -0.46951 -0.22142  -0.427
C -4.74366 0.17608 -1.34371  -0.224
N -3.84058 1.18859 -0.85618  -0.429
C -4.33103 2.43082 -0.29639  -0.210
C -3.10379 3.34377 -0.33189  -0.401
C -1.94744 2.35606 -0.20748  -0.499
C -2.50137 1.07907 -0.82385  0.698
O -1.85382 0.12292 -1.20474  -0.661
C -2.94500 -0.89833 1.49379  0.311
S -3.84033 0.03950 2.51641  -0.241
N -1.59712 -0.91492 1.64811  -0.585
C -0.73741 -1.62386 0.84656  0.291
C 0.64110 -1.56333 1.02456  -0.263
H 6.97521 1.71171 1.00380  0.200
H 6.52138 3.39436 1.25036  0.212
H 7.00489 2.84018 -0.35252  0.204
H 4.51876 3.13870 -0.11902  0.204
H 4.50722 1.91534 1.14373  0.185
H 5.35259 1.52351 -1.76428  0.207
H 3.80793 1.03637 -1.08425  0.196
H 6.55363 -0.10159 -0.37601  0.207
H 5.30581 -0.87686 -1.34715  0.215
H 5.35873 -1.82529 0.90240  0.240
H 5.09597 -0.22560 1.63206  0.190
H 2.87804 -0.26862 0.60143  0.395
H 1.59229 -3.70770 -1.40527  0.237
H -0.88376 -3.76887 -1.76031  0.241
H -5.12491 -2.58362 -0.28162  0.247
H -5.36460 -1.92178 1.36026  0.228
H -5.72734 0.26551 0.56750  0.227
H -6.54648 -0.75496 -0.61031  0.218
H -5.41946 0.64653 -2.06675  0.200
H -4.14378 -0.57393 -1.86484  0.240
H -4.66967 2.27827 0.73592  0.202
H -5.16667 2.81037 -0.88902  0.198
H -3.04970 3.86331 -1.28944  0.207
H -3.11876 4.08312 0.46584  0.218
H -1.71437 2.15254 0.84019  0.227
H -1.03543 2.67158 -0.70987  0.232
H -1.22851 -0.32484 2.38302  0.428
H 1.04750 -0.95489 1.82032  0.213

Forces on atoms 1 to 3 (eV/Å):
C -0.264 -0.008 0.068
C 0.107 -0.025 -0.228
C 0.060 -0.039 0.188

## Properties
HOMO level   -0.30967 Eh
LUMO   0.11 eV
Energy   -45172.759 eV
Max |F|   0.819 eV Å⁻¹
SMILES   CCCCCNC(=O)c1ccc2c(=O)n(CCCN3CCCC3=O)c(=S)[nH]c2c1
Energy relative to the best compared isomer or geometry (same formula, charge and spin)   3.7 kJ/mol



Q: Among the records above, which one has the highest max |F|?
A: C21H28N2O



Q: Number 1 is which compound?
A: C21H28F6N11O4PS4Y



Q: Which of these has the lowest energy?
A: C21H28F6N11O4PS4Y



Q: What is the formula in the first record?
A: C21H28F6N11O4PS4Y